Record 1
{
  "formula": "CBrClFO2S",
  "method": "ωB97M-V/def2-TZVPD",
  "species": ["C", "O", "O", "F", "S", "Cl", "Br"],
  "coordinates": [[-1.961, -0.923, -0.746], [2.239, -0.077, 1.998], [2.215, 1.539, 0.224], [-2.559, -0.503, 0.299], [2.261, 0.155, 0.563], [-0.160, -0.845, -0.238], [-2.034, 0.654, -2.100]],
  "atomic_forces_ev_per_a": [[0.65, -1.64, -2.54], [0.08, -0.41, -0.89], [0.08, 0.70, -0.71], [-1.81, 1.28, 2.57], [0.01, -0.12, 1.69], [1.24, -0.38, 0.28], [-0.26, 0.56, -0.39]],
  "nbo_charge": [0.08, -0.89, -0.88, -0.37, 1.66, -0.29, -0.31],
  "lumo_energy_ev": [2.64, 2.64],
  "e_above_lowest_kcal_mol": 26.6,
  "gap_ev": [6.315, 6.316],
  "homo_energy_ev": [-3.675, -3.675],
  "total_charge": -1
}

Record 2
{
  "formula": "C3H3NO2S",
  "method": "ωB97M-V/def2-TZVPD",
  "species": ["C", "C", "C", "N", "O", "O", "S", "H", "H", "H"],
  "coordinates": [[-1.146, 0.513, -0.156], [-0.233, 0.848, -1.073], [-0.608, -0.440, 0.800], [0.622, -0.698, 0.634], [1.355, -2.393, 1.618], [2.385, 0.785, -0.596], [1.310, -0.136, -0.849], [-2.152, 0.890, -0.072], [-0.349, 1.524, -1.899], [-1.184, -0.893, 1.593]],
  "atomic_forces_ev_per_a": [[0.10, 0.43, -0.62], [-0.04, -0.64, 0.27], [0.20, 0.09, -0.11], [1.51, -3.12, 1.83], [-1.02, 2.44, -1.42], [1.11, 0.58, 0.13], [-1.94, 0.12, 0.06], [-0.09, 0.10, -0.11], [0.08, 0.14, -0.17], [0.09, -0.15, 0.14]],
  "nbo_charge": [-0.27, -0.35, 0.14, -0.45, -0.35, -0.90, 1.46, 0.24, 0.24, 0.24],
  "lumo_energy_ev": -1.58,
  "e_above_lowest_kcal_mol": 197.2,
  "gap_ev": 8.548,
  "homo_energy_ev": -10.128,
  "total_charge": 0
}

Record 3
{
  "formula": "C31H63BCl28NO4",
  "method": "ωB97M-V/def2-TZVPD",
  "species": ["O", "N", "O", "C", "B", "O", "C", "C", "O", "H", "H", "H", "H", "H", "H", "H", "Cl", "C", "C", "Cl", "H", "H", "H", "H", "Cl", "C", "C", "Cl", "H", "H", "H", "H", "Cl", "C", "C", "Cl", "H", "H", "H", "H", "Cl", "C", "C", "Cl", "H", "H", "H", "H", "Cl", "C", "C", "Cl", "H", "H", "H", "H", "Cl", "C", "C", "Cl", "H", "H", "H", "H", "Cl", "C", "C", "Cl", "H", "H", "H", "H", "Cl", "C", "C", "Cl", "H", "H", "H", "H", "Cl", "C", "C", "Cl", "H", "H", "H", "H", "Cl", "C", "C", "Cl", "H", "H", "H", "H", "Cl", "C", "C", "Cl", "H", "H", "H", "H", "Cl", "C", "C", "Cl", "H", "H", "H", "H", "Cl", "C", "C", "Cl", "H", "H", "H", "H", "Cl", "C", "C", "Cl", "H", "H", "H", "H"],
  "coordinates": [[-0.966, 2.043, 3.554], [-1.732, 1.808, 4.507], [-1.407, 0.632, 5.092], [-0.096, 0.698, 5.761], [0.893, -0.437, 5.068], [2.010, 0.350, 4.495], [2.662, -0.540, 3.512], [1.428, -1.500, 2.971], [0.302, -1.091, 3.856], [0.384, 1.785, 5.774], [-0.239, 0.417, 6.911], [1.166, -1.281, 5.870], [3.500, -1.046, 4.166], [3.005, 0.151, 2.619], [1.843, -2.603, 3.156], [1.275, -1.427, 1.810], [-6.222, 3.723, 1.943], [-5.138, 4.809, 2.847], [-3.769, 4.189, 3.083], [-3.839, 2.818, 4.218], [-5.628, 5.073, 3.789], [-5.034, 5.721, 2.250], [-3.097, 4.930, 3.523], [-3.322, 3.834, 2.149], [0.168, -5.477, -1.674], [0.553, -5.385, 0.062], [0.266, -4.010, 0.643], [1.384, -2.770, 0.021], [1.602, -5.667, 0.193], [-0.066, -6.136, 0.563], [0.392, -4.031, 1.729], [-0.756, -3.685, 0.424], [3.228, -7.648, 0.771], [4.409, -6.659, -0.122], [4.514, -7.069, -1.583], [5.256, -8.676, -1.779], [5.374, -6.738, 0.389], [4.071, -5.621, -0.051], [5.148, -6.360, -2.123], [3.533, -7.087, -2.068], [4.782, -3.371, 1.992], [5.963, -2.383, 1.099], [6.068, -2.792, -0.362], [6.810, -4.400, -0.558], [6.928, -2.461, 1.610], [5.625, -1.345, 1.170], [6.702, -2.084, -0.902], [5.087, -2.810, -0.847], [9.334, -0.812, 1.481], [9.732, 0.475, 0.317], [8.496, 1.216, -0.167], [7.458, 0.194, -1.192], [10.283, 0.024, -0.514], [10.403, 1.170, 0.832], [8.792, 2.076, -0.775], [7.892, 1.582, 0.669], [-5.532, -1.094, -2.144], [-5.691, -0.216, -0.603], [-5.158, 1.206, -0.694], [-3.388, 1.250, -0.886], [-5.173, -0.791, 0.171], [-6.757, -0.198, -0.358], [-5.390, 1.749, 0.226], [-5.604, 1.750, -1.533], [-1.051, -4.322, -6.485], [-1.210, -3.443, -4.945], [-0.677, -2.022, -5.036], [1.093, -1.977, -5.227], [-0.692, -4.018, -4.170], [-2.276, -3.425, -4.699], [-0.909, -1.478, -4.115], [-1.123, -1.478, -5.874], [-7.315, 1.974, -3.158], [-6.134, 2.962, -4.052], [-6.028, 2.553, -5.512], [-5.286, 0.946, -5.709], [-5.169, 2.884, -3.541], [-6.472, 4.001, -3.981], [-5.394, 3.262, -6.052], [-7.009, 2.535, -5.997], [-10.025, 1.653, -8.113], [-10.391, 2.756, -6.764], [-9.940, 4.180, -7.047], [-8.165, 4.329, -7.085], [-9.920, 2.356, -5.860], [-11.476, 2.732, -6.621], [-10.296, 4.847, -6.256], [-10.331, 4.545, -8.002], [6.819, -7.921, 2.168], [5.980, -9.380, 2.748], [6.336, -9.715, 4.188], [8.026, -10.253, 4.356], [6.223, -10.204, 2.071], [4.907, -9.180, 2.668], [5.707, -10.534, 4.546], [6.186, -8.856, 4.850], [-1.430, 6.271, 2.367], [0.028, 5.956, 3.340], [0.293, 7.059, 4.352], [0.776, 8.586, 3.572], [0.872, 5.826, 2.655], [-0.138, 5.007, 3.859], [1.116, 6.768, 5.012], [-0.587, 7.258, 4.971], [11.096, -1.176, 4.474], [12.557, -2.052, 3.954], [13.524, -1.157, 3.194], [12.882, -0.671, 1.605], [12.243, -2.910, 3.351], [13.038, -2.432, 4.861], [14.458, -1.694, 3.006], [13.760, -0.249, 3.757], [-5.500, 6.568, 5.790], [-6.697, 6.173, 7.048], [-8.108, 6.079, 6.489], [-8.732, 7.663, 5.966], [-6.625, 6.930, 7.835], [-6.402, 5.210, 7.475], [-8.790, 5.710, 7.261], [-8.159, 5.396, 5.636], [-5.363, 3.626, -9.899], [-6.143, 3.510, -11.495], [-7.349, 4.428, -11.614], [-8.700, 3.901, -10.579], [-6.415, 2.463, -11.665], [-5.389, 3.790, -12.237], [-7.720, 4.424, -12.643], [-7.099, 5.459, -11.346]],
  "atomic_forces_ev_per_a": [[-2.48, 0.06, 2.81], [5.12, -0.94, -2.84], [-0.38, 0.63, 1.20], [1.36, -0.11, 2.01], [-0.09, 1.21, -1.20], [1.29, -1.27, -1.30], [-1.04, 1.48, 0.67], [1.11, 0.12, 1.57], [1.55, -1.28, -2.12], [-1.26, -2.12, -0.43], [-0.29, 0.70, -2.28], [0.60, -0.59, 0.66], [-1.28, 0.44, -2.02], [-0.03, -1.46, 1.79], [-1.26, 1.74, -0.18], [-0.23, 0.46, 2.88], [-0.19, -0.08, -0.07], [0.41, 0.36, 0.19], [-0.43, 0.01, 0.09], [-2.57, 1.33, -0.61], [0.15, -0.28, -0.37], [0.00, -0.14, 0.01], [-0.37, -0.24, -0.06], [-0.09, 0.01, 0.21], [0.03, -0.05, -0.20], [0.10, 0.20, 0.50], [-0.19, -0.20, 0.11], [0.03, -0.49, -0.79], [-0.32, 0.16, -0.09], [0.07, 0.17, -0.08], [0.05, 0.02, -0.12], [0.26, -0.05, -0.03], [-0.01, -0.26, 0.11], [0.37, 0.32, -0.36], [-0.25, 0.38, 0.07], [0.02, -0.14, 0.01], [-0.39, -0.04, -0.15], [0.04, -0.15, -0.05], [-0.06, -0.08, 0.22], [0.17, -0.08, 0.16], [0.01, -0.10, -0.02], [0.18, 0.13, -0.15], [-0.19, 0.47, 0.05], [0.13, -0.12, -0.03], [-0.24, -0.07, -0.18], [0.01, -0.17, -0.10], [-0.13, -0.33, 0.27], [0.14, -0.10, 0.20], [-0.13, 0.03, -0.16], [0.04, 0.19, -0.15], [0.25, 0.22, 0.21], [0.06, 0.24, -0.04], [-0.21, 0.04, 0.15], [-0.17, -0.07, -0.05], [0.02, -0.17, 0.06], [0.11, -0.20, -0.16], [0.06, -0.10, -0.08], [-0.03, 0.25, 0.32], [-0.24, 0.02, 0.09], [0.06, 0.00, -0.04], [-0.01, 0.16, -0.23], [0.16, 0.09, -0.09], [0.06, -0.18, -0.09], [0.25, -0.33, 0.37], [0.04, -0.05, -0.09], [-0.06, 0.22, 0.38], [-0.34, -0.02, 0.08], [0.03, -0.02, -0.06], [-0.02, 0.17, -0.22], [0.18, 0.09, -0.07], [0.03, -0.18, -0.09], [0.14, -0.20, 0.12], [-0.37, 0.02, -0.28], [0.27, 0.29, -0.25], [-0.15, 0.02, 0.12], [0.02, -0.05, 0.04], [-0.17, -0.11, -0.10], [0.01, -0.18, -0.09], [-0.07, -0.05, 0.14], [0.45, -0.18, 0.30], [0.04, 0.00, 0.02], [-0.08, 0.18, 0.24], [-0.33, -0.01, 0.03], [-0.25, 0.28, -0.15], [0.00, 0.10, -0.22], [0.18, 0.09, -0.06], [0.05, -0.17, -0.06], [0.16, -0.16, 0.13], [0.13, -0.06, 0.11], [-0.22, -0.26, 0.12], [-0.34, 0.13, -0.07], [0.08, 0.00, 0.02], [0.05, 0.20, 0.17], [0.19, 0.02, 0.07], [0.08, 0.10, -0.14], [0.11, -0.14, -0.22], [0.27, 0.39, -0.23], [0.34, -0.15, 0.31], [-0.11, -0.36, 0.12], [-0.01, 0.11, -0.03], [-0.24, 0.11, 0.13], [0.00, 0.13, -0.05], [-0.11, -0.03, -0.18], [0.14, -0.02, -0.23], [0.08, -0.01, 0.04], [0.19, -0.12, -0.04], [0.11, -0.12, 0.31], [0.07, 0.05, -0.02], [0.03, 0.27, 0.05], [-0.01, 0.13, -0.16], [-0.18, 0.00, 0.02], [-0.17, -0.18, -0.13], [0.00, 0.20, 0.18], [-0.20, -0.14, 0.25], [0.13, -0.29, 0.10], [0.01, 0.04, -0.04], [-0.05, -0.09, -0.26], [-0.10, 0.11, -0.15], [0.17, 0.08, -0.06], [0.09, 0.21, 0.14], [-0.04, -0.02, 0.02], [-0.11, 0.00, -0.26], [0.19, 0.11, -0.18], [0.03, -0.03, -0.06], [-0.02, 0.24, 0.14], [-0.16, 0.04, 0.12], [0.10, -0.08, 0.13], [-0.01, -0.27, 0.04]],
  "lowdin_charge": [0.00, -0.24, -0.16, -0.10, -0.78, -0.14, -0.18, -0.20, -0.11, 0.12, 0.11, 0.08, 0.12, 0.12, 0.10, 0.02, 0.55, -0.68, -0.67, 0.67, -0.02, 0.07, 0.00, 0.07, 0.54, -0.67, -0.62, 0.58, 0.00, 0.08, 0.07, 0.08, 0.58, -0.70, -0.66, 0.53, -0.02, 0.04, 0.05, 0.07, 0.57, -0.66, -0.66, 0.59, 0.03, 0.07, -0.02, 0.07, 0.54, -0.67, -0.64, 0.61, 0.07, 0.06, 0.07, 0.08, 0.51, -0.66, -0.69, 0.54, 0.07, 0.07, 0.02, -0.03, 0.52, -0.66, -0.66, 0.53, 0.03, 0.07, 0.07, 0.07, 0.58, -0.63, -0.71, 0.54, 0.07, 0.07, 0.07, -0.02, 0.54, -0.65, -0.64, 0.59, 0.07, 0.07, 0.07, 0.05, 0.58, -0.65, -0.66, 0.52, 0.07, 0.04, 0.07, 0.07, 0.59, -0.63, -0.66, 0.52, 0.08, 0.07, 0.07, 0.07, 0.53, -0.66, -0.66, 0.54, 0.07, 0.07, 0.07, 0.07, 0.59, -0.64, -0.66, 0.53, 0.07, 0.08, 0.07, 0.07, 0.54, -0.66, -0.66, 0.53, 0.07, 0.07, 0.07, 0.07],
  "lumo_energy_ev": 1.55,
  "gap_ev": 6.057,
  "homo_energy_ev": -4.506,
  "total_charge": -1
}

Record 4
{
  "formula": "C3Cl2F3O2",
  "method": "ωB97M-V/def2-TZVPD",
  "species": ["C", "C", "C", "O", "O", "F", "F", "F", "Cl", "Cl"],
  "coordinates": [[-2.529, 1.250, 0.377], [0.343, 0.100, -0.040], [1.187, -1.080, -0.329], [-2.362, 2.239, 0.940], [-2.894, 0.398, -0.287], [0.873, -1.680, -1.472], [0.905, -2.110, 0.584], [2.598, -1.154, -0.289], [0.922, 0.604, 1.715], [0.958, 1.433, -1.199]],
  "atomic_forces_ev_per_a": [[-0.54, 1.60, -0.08], [2.59, 0.89, -2.46], [-0.10, -3.58, 1.29], [0.78, 0.70, 1.06], [-0.18, -2.29, -0.98], [0.09, 0.04, -1.86], [-0.35, 0.99, 0.13], [-1.34, 1.59, -0.28], [0.07, 0.69, 3.54], [-1.02, -0.63, -0.35]],
  "nbo_charge": [1.03, -0.17, 0.82, -0.52, -0.52, -0.34, -0.37, -0.36, -0.38, -0.19],
  "spin_multiplicity": 3,
  "s_squared": 2.007,
  "lumo_energy_ev": [3.23, 2.28],
  "gap_ev": [3.807, 8.185],
  "homo_energy_ev": [-0.581, -5.904],
  "total_charge": -1
}

Record 5
{
  "formula": "C7H6N4O",
  "method": "ωB97M-V/def2-TZVPD",
  "species": ["C", "C", "C", "C", "C", "C", "C", "N", "N", "N", "N", "O", "H", "H", "H", "H", "H", "H"],
  "coordinates": [[0.151, 1.859, 2.299], [0.736, -3.401, -1.041], [0.186, 0.849, 1.329], [0.730, -2.050, -1.129], [0.261, 0.095, -0.918], [0.423, 2.455, -0.517], [-1.182, -1.508, 0.382], [0.131, 2.507, 3.261], [0.843, -4.571, -1.090], [0.217, 1.111, 0.069], [-0.064, -1.232, -0.505], [0.581, 0.320, -2.024], [0.390, 3.118, 0.321], [1.392, 2.626, -0.871], [-0.420, 2.292, -1.284], [-1.268, -2.510, 0.454], [-1.041, -0.915, 1.292], [-2.066, -1.046, -0.029]],
  "atomic_forces_ev_per_a": [[0.34, 0.47, 0.42], [-0.46, -3.41, 0.44], [-0.39, -1.16, 0.79], [0.59, 1.04, -0.20], [-0.29, -0.63, 0.86], [-2.93, -1.58, -0.42], [-0.07, 3.73, 0.11], [-0.04, -0.11, -0.47], [-0.11, 1.74, 0.08], [1.47, 0.95, 0.31], [0.73, -0.25, -0.47], [0.17, 0.93, -1.17], [-1.19, 0.81, 0.16], [1.35, -0.44, -1.34], [1.50, 2.33, 0.66], [-0.41, -3.21, 0.61], [0.24, -0.99, 0.16], [-0.50, -0.22, -0.54]],
  "nbo_charge": [0.11, 0.11, 0.08, 0.10, 0.82, -0.43, -0.44, -0.24, -0.26, -0.40, -0.39, -0.46, 0.23, 0.23, 0.24, 0.23, 0.26, 0.20],
  "lumo_energy_ev": -1.67,
  "e_above_lowest_kcal_mol": 155.0,
  "gap_ev": 7.434,
  "homo_energy_ev": -9.106,
  "total_charge": 0
}

Record 6
{
  "formula": "C10H13N2",
  "method": "ωB97M-V/def2-TZVPD",
  "species": ["C", "N", "C", "C", "C", "C", "N", "C", "C", "C", "C", "C", "H", "H", "H", "H", "H", "H", "H", "H", "H", "H", "H", "H", "H"],
  "coordinates": [[-0.850, 1.615, 0.128], [-1.518, 0.536, 0.430], [-2.256, 0.399, 1.620], [-1.391, -0.699, -0.265], [-2.515, -1.368, -0.642], [-2.356, -2.685, -1.155], [-1.123, -3.234, -1.212], [-0.048, -2.592, -0.849], [-0.075, -1.248, -0.418], [1.115, -0.525, -0.045], [1.834, 0.197, -0.929], [3.127, 0.807, -0.756], [-0.217, 1.495, -0.718], [-0.793, 2.379, 0.868], [-3.321, -0.004, 1.253], [-1.831, -0.358, 2.183], [-2.323, 1.299, 2.237], [-3.422, -0.990, -0.554], [-3.241, -3.272, -1.549], [0.813, -3.060, -1.162], [1.530, -0.577, 0.919], [1.332, 0.262, -1.913], [3.782, 0.827, -1.608], [3.763, 0.297, -0.003], [3.034, 1.725, -0.375]],
  "atomic_forces_ev_per_a": [[-0.63, -2.91, 0.63], [1.73, 2.39, -1.01], [-4.36, 0.34, -0.18], [2.14, -0.71, -0.58], [3.20, -3.60, -1.15], [0.59, 0.46, 0.18], [-2.66, -0.86, -0.56], [-1.56, 2.54, -0.29], [-2.23, -0.51, 0.44], [1.83, 1.40, -1.30], [-2.50, -1.69, -0.94], [2.36, -3.05, 0.41], [0.14, 0.70, -0.71], [-0.17, 0.77, 0.07], [2.10, 1.17, 1.37], [0.82, -1.66, 1.20], [-0.11, -0.01, -0.50], [-4.03, 1.80, 0.30], [1.33, 0.71, 0.64], [2.27, -0.89, 0.13], [0.29, -0.60, 1.41], [0.59, 0.12, 0.18], [-0.23, 0.14, -0.76], [-0.62, -0.08, -0.16], [-0.30, 4.02, 1.16]],
  "nbo_charge": [0.11, -0.24, -0.42, 0.12, -0.25, 0.08, -0.37, 0.08, -0.07, -0.28, -0.09, -0.67, 0.24, 0.23, 0.24, 0.24, 0.24, 0.22, 0.23, 0.22, 0.23, 0.20, 0.25, 0.23, 0.23],
  "lumo_energy_ev": -4.94,
  "e_above_lowest_kcal_mol": 87.4,
  "gap_ev": 8.140,
  "homo_energy_ev": -13.082,
  "smiles": "C=[N+](C)c1ccncc1/C=C/C",
  "total_charge": 1
}

| no. | E (eV) |
| --- | --- |
| 1 | -101249.39952 |
| 2 | -19572.22387 |
| 3 | -394153.17491 |
| 4 | -40401.33589 |
| 5 | -15357.70824 |
| 6 | -13551.54410 |